Molecular formula: C44H41N5OOsS3
Method: DFT, ωB97M-V/def2-TZVPD

* energy above the lowest of the compared OMol25 structures with the same formula, charge and spin: 6.31 kcal/mol
* frontier orbital gap (alpha / beta): 8.721 / 6.022 eV
* net charge: +4
* LUMO (alpha / beta): -10.3 / -13.0 eV
* multiplicity: 5

CARTESIAN COORDINATES (ANGSTROEM)
Os1 -0.53446 0.57661 1.84634
O1 -1.26835 2.27702 2.88530
C1 -1.19861 2.51911 4.34674
C2 -2.09382 1.56066 5.10041
C3 -1.85749 0.09831 4.69413
C4 -0.40174 -0.27438 4.76419
C5 0.17505 -0.73191 5.93662
C6 1.52549 -1.03757 5.96893
C7 2.28192 -0.88078 4.81130
C8 1.66271 -0.42141 3.67536
N1 0.34598 -0.10970 3.64642
H1 -2.11284 2.60123 2.53469
H2 -1.47113 3.56097 4.50171
H3 -0.14684 2.39372 4.59399
H4 -3.14694 1.81570 4.97027
H5 -1.87209 1.69104 6.16247
H6 -2.24121 -0.08361 3.67601
H7 -2.44107 -0.56375 5.33323
H8 -0.44178 -0.85438 6.81713
H9 1.98244 -1.39930 6.88088
H10 3.33684 -1.11451 4.79190
H11 2.20921 -0.28185 2.75095
N2 -0.05191 -1.00431 1.00331
S1 0.39724 -2.03446 -0.02793
N3 1.07156 -1.45807 -1.34527
S2 1.02562 0.04445 -1.79437
N4 -0.40400 0.62505 -1.97591
S3 -1.43056 1.52781 -1.16150
N5 -1.43361 1.36281 0.36251
C9 -2.98100 1.10908 -1.85126
C10 -3.30392 -0.24389 -1.95226
C11 -4.53906 -0.57945 -2.47051
C12 -5.42362 0.41895 -2.87404
C13 -5.08262 1.75898 -2.76274
C14 -3.84787 2.12398 -2.24570
C15 -1.08970 3.19887 -1.59138
C16 -0.66100 3.46334 -2.89139
C17 -0.45607 4.78432 -3.25332
C18 -0.67806 5.80521 -2.33418
C19 -1.11579 5.52056 -1.04612
C20 -1.33189 4.20613 -0.66289
C21 1.77809 0.02804 -3.37047
C22 2.25497 1.25022 -3.84578
C23 2.80756 1.28101 -5.11266
C24 2.87025 0.11633 -5.87365
C25 2.38140 -1.08634 -5.38073
C26 1.82511 -1.14737 -4.11198
C27 2.12117 0.97451 -0.73427
C28 3.43628 0.52311 -0.72331
C29 4.35228 1.13421 0.12204
C30 3.95450 2.17860 0.94732
C31 2.64569 2.64354 0.90308
C32 1.71658 2.05288 0.05203
C33 1.57753 -3.14976 0.63626
C34 2.92210 -3.04937 0.29602
C35 3.81195 -3.94027 0.87601
C36 3.35475 -4.90153 1.76929
C37 2.00508 -4.98472 2.09797
C38 1.09770 -4.10826 1.52939
C39 -0.98093 -3.01539 -0.50219
C40 -0.77276 -3.95236 -1.51350
C41 -1.82913 -4.77178 -1.86829
C42 -3.05192 -4.65784 -1.21166
C43 -3.23452 -3.72378 -0.19991
C44 -2.19049 -2.88784 0.16994
H12 -2.59913 -1.01057 -1.65925
H13 -4.81421 -1.62005 -2.57410
H14 -6.38586 0.14541 -3.28627
H15 -5.77408 2.52558 -3.08381
H16 -3.58253 3.16806 -2.16048
H17 -0.51600 2.66332 -3.60572
H18 -0.13431 5.02077 -4.25833
H19 -0.51911 6.83400 -2.62897
H20 -1.30106 6.32419 -0.34694
H21 -1.69807 3.96819 0.32537
H22 2.21057 2.14950 -3.24292
H23 3.19834 2.20880 -5.50699
H24 3.31087 0.14847 -6.86128
H25 2.43582 -1.98197 -5.98401
H26 1.44182 -2.07510 -3.71555
H27 3.75605 -0.26942 -1.38805
H28 5.38315 0.80574 0.11937
H29 4.67660 2.65713 1.59567
H30 2.35543 3.50339 1.49276
H31 0.74728 2.51351 -0.06295
H32 3.25942 -2.32499 -0.42779
H33 4.85987 -3.90095 0.61200
H34 4.05414 -5.60568 2.20082
H35 1.65675 -5.74874 2.77931
H36 0.04356 -4.18305 1.76438
H37 0.18834 -4.04572 -2.00304
H38 -1.69798 -5.50874 -2.64862
H39 -3.86654 -5.31503 -1.48589
H40 -4.18578 -3.65554 0.30995
H41 -2.31162 -2.16695 0.96632

---

Molecular formula: C44H41N6NiP2SSe2
Method: DFT, ωB97M-V/def2-TZVPD

* energy above the lowest of the compared OMol25 structures with the same formula, charge and spin: 0.00 kcal/mol
* frontier orbital gap (alpha / beta): 5.882 / 5.884 eV
* net charge: +1
* LUMO (alpha / beta): -3.5 / -3.5 eV

CARTESIAN COORDINATES (ANGSTROEM)
Ni1 -0.12923 0.08590 -0.36752
Se1 5.50468 -2.45842 2.19882
P1 5.42743 -0.53715 1.30390
C1 5.68472 0.83480 2.46684
C2 5.72826 0.59049 3.83163
C3 6.00907 1.63029 4.70772
C4 6.26906 2.90158 4.21785
C5 6.21710 3.14729 2.85147
C6 5.91720 2.11933 1.97344
C7 6.74554 -0.40138 0.06263
C8 6.65263 -1.12087 -1.12892
C9 7.72710 -1.14117 -2.00205
C10 8.89971 -0.47084 -1.68533
C11 9.00374 0.21771 -0.48755
C12 7.93288 0.24790 0.39265
C13 3.84129 -0.22204 0.48947
C14 2.50954 -0.18821 0.92219
N1 1.77956 -0.02520 -0.21903
N2 2.57367 0.01014 -1.26055
N3 3.80739 -0.10607 -0.85894
P2 1.61742 -0.09022 2.46818
Se2 -0.49906 -0.22326 2.09273
C15 2.14171 -1.38584 3.60344
C16 2.74189 -1.11215 4.82765
C17 3.09840 -2.16604 5.65429
C18 2.84938 -3.47414 5.26676
C19 2.23535 -3.74117 4.05125
C20 1.88050 -2.69850 3.21709
C21 2.00355 1.51473 3.20721
C22 1.30275 1.87058 4.36134
C23 1.55198 3.09081 4.96383
C24 2.48215 3.96003 4.40706
C25 3.16967 3.61038 3.25569
C26 2.93023 2.38481 2.64887
H1 5.56402 -0.41726 4.19203
H2 6.04609 1.43895 5.77267
H3 6.53336 3.70019 4.89920
H4 6.42975 4.13820 2.46957
H5 5.87970 2.30144 0.90494
H6 5.75019 -1.65739 -1.36846
H7 7.65014 -1.69018 -2.93134
H8 9.74129 -0.50091 -2.36535
H9 9.92305 0.72852 -0.23223
H10 8.03070 0.76766 1.33586
H11 2.93281 -0.09098 5.12832
H12 3.57293 -1.96753 6.60672
H13 3.13170 -4.29512 5.91249
H14 2.04638 -4.76046 3.74288
H15 1.40051 -2.88926 2.26439
H16 0.56710 1.18591 4.76764
H17 1.02506 3.36465 5.86846
H18 2.66842 4.92141 4.86831
H19 3.90648 4.28328 2.83706
H20 3.46777 2.10469 1.75282
N4 -0.05025 2.07012 -0.68408
S1 -0.84265 3.17900 -1.50396
C27 -1.53819 4.26847 -0.23101
C28 -1.53681 5.65074 -0.30582
C29 -2.08000 6.37819 0.74530
C30 -2.60316 5.72629 1.85152
C31 -2.60956 4.33800 1.90979
C32 -2.08543 3.60354 0.86009
C33 0.37542 4.26767 -2.25210
C34 0.31505 4.43057 -3.62796
C35 1.31895 5.13968 -4.27138
C36 2.36805 5.66754 -3.53479
C37 2.41796 5.49730 -2.15587
C38 1.41838 4.79521 -1.50567
H21 0.62861 2.47574 -0.04790
H22 -1.11376 6.15875 -1.16285
H23 -2.09151 7.45866 0.69428
H24 -3.00599 6.30128 2.67487
H25 -3.01878 3.83394 2.77578
H26 -2.05838 2.52074 0.88681
H27 -0.50533 3.99596 -4.18574
H28 1.28955 5.27680 -5.34364
H29 3.15644 6.21466 -4.03423
H30 3.24168 5.91494 -1.59266
H31 1.45736 4.66510 -0.42950
N5 -1.91832 -0.30401 -0.87933
C39 -3.04863 -0.21719 -0.62032
N6 -4.31471 -0.12524 -0.38690
C40 -4.95820 -0.89902 0.68487
C41 -5.54057 0.04433 1.73473
C42 -6.43797 1.09558 1.07835
C43 -5.65736 1.88024 0.02279
C44 -5.11860 0.92312 -1.03524
H32 -4.21699 -1.56380 1.12530
H33 -5.74997 -1.50515 0.23808
H34 -4.72194 0.53362 2.27026
H35 -6.10635 -0.54547 2.45635
H36 -6.83210 1.77408 1.83486
H37 -7.28970 0.60010 0.60273
H38 -4.81990 2.40387 0.49234
H39 -6.29156 2.62573 -0.45801
H40 -4.49623 1.43872 -1.76488
H41 -5.94448 0.43920 -1.56242

---

Molecular formula: C44H42BiN10O6S
Method: DFT, ωB97M-V/def2-TZVPD

* energy above the lowest of the compared OMol25 structures with the same formula, charge and spin: 12.77 kcal/mol
* frontier orbital gap: 7.391 eV
* net charge: +1
* LUMO: -2.4 eV

CARTESIAN COORDINATES (ANGSTROEM)
Bi1 0.87958 0.44510 -0.39883
C1 0.18437 -4.38811 3.57698
O1 1.12967 -3.32278 3.68289
C2 0.69708 -2.33283 2.86064
N1 -0.32699 -2.55472 2.14615
C3 -0.77424 -3.92641 2.44679
C4 -0.69247 -4.87050 1.26657
C5 -1.82579 -5.52857 0.80529
C6 -1.72443 -6.50582 -0.17809
C7 -0.48512 -6.82311 -0.71274
C8 0.64573 -6.13086 -0.29278
C9 0.54162 -5.15857 0.69010
C10 1.45564 -1.07528 3.01992
C11 2.58787 -1.09343 3.83336
C12 3.25510 0.09208 4.08209
C13 2.75219 1.26901 3.56295
C14 1.61014 1.19246 2.78013
N2 0.98617 0.05114 2.48240
C15 0.88700 2.40091 2.33722
N3 0.02914 2.42622 1.39599
C16 -0.72728 3.67009 1.52806
C17 0.09779 4.47113 2.57491
O2 1.04163 3.50579 3.07463
C18 -2.12534 3.38954 2.05951
C19 -2.38474 2.25919 2.83162
C20 -3.62987 2.09161 3.42389
C21 -4.62508 3.03983 3.24069
C22 -4.37788 4.15369 2.45084
C23 -3.13195 4.33119 1.86681
H1 0.71489 -5.30470 3.32684
H2 -0.31954 -4.50507 4.53594
H3 -1.80585 -3.87657 2.80006
H4 -2.78891 -5.29920 1.24775
H5 -2.61022 -7.03489 -0.50780
H6 -0.39778 -7.60527 -1.45647
H7 1.61358 -6.36712 -0.71897
H8 1.42571 -4.62862 1.02903
H9 2.91468 -2.02864 4.26213
H10 4.13552 0.10053 4.71034
H11 3.21375 2.22609 3.75848
H12 -0.78548 4.19497 0.57308
H13 0.63920 5.31250 2.14407
H14 -0.51816 4.81497 3.40327
H15 -1.61516 1.51138 2.97454
H16 -3.81303 1.21940 4.03907
H17 -5.58893 2.91546 3.71707
H18 -5.15552 4.89124 2.29990
H19 -2.93308 5.21677 1.27338
C24 -4.86339 -1.37164 -0.29320
N4 -3.93023 -0.25656 -0.29821
C25 -4.48476 1.00957 0.14856
C26 -2.63833 -0.36114 -0.71319
N5 -1.71929 0.51809 -0.54248
N6 -2.40041 -1.50768 -1.46610
C27 -1.20759 -2.09945 -1.83401
N7 -1.37543 -3.06971 -2.78022
N8 -0.07040 -1.73773 -1.37620
H20 -5.58607 -1.20982 0.50462
H21 -4.35466 -2.31256 -0.08766
H22 -5.42056 -1.44864 -1.23432
H23 -5.46092 1.15327 -0.31801
H24 -3.84683 1.83928 -0.14579
H25 -4.60776 1.03486 1.23146
H26 -1.96295 1.25406 0.11200
H27 -3.22098 -1.93316 -1.85848
H28 -2.27144 -3.50886 -2.90241
H29 -0.58936 -3.66846 -2.95767
H30 0.70611 -2.27410 -1.74711
C28 -0.80715 0.79038 -3.58031
C29 -0.52440 2.10446 -2.92819
C30 -1.16915 3.25435 -3.43216
C31 -0.85637 4.48537 -2.94402
C32 0.18560 4.62103 -2.00156
C33 0.65337 5.87875 -1.57454
C34 1.73600 5.94950 -0.74044
C35 2.37116 4.78322 -0.29830
C36 1.92311 3.52666 -0.65827
S1 2.82955 2.12514 -0.12003
C37 0.79156 3.42857 -1.52133
N9 0.34972 2.20033 -1.93910
H31 -0.69589 0.90607 -4.65937
H32 -1.83163 0.46905 -3.38731
H33 -0.11837 0.03065 -3.23483
H34 -1.90879 3.13514 -4.21255
H35 -1.36806 5.37011 -3.30309
H36 0.17518 6.77892 -1.93878
H37 2.12827 6.91294 -0.44124
H38 3.25352 4.84764 0.32520
O3 2.61472 -1.30303 0.24703
C38 3.51061 -1.78163 -0.45052
C39 3.89075 -1.43523 -1.78620
C40 5.04956 -2.04668 -2.28943
C41 5.55045 -1.70248 -3.51339
C42 4.93035 -0.69593 -4.27681
C43 3.77286 -0.12627 -3.83723
C44 3.17324 -0.49914 -2.59977
O4 2.01508 -0.01815 -2.32304
N10 6.71655 -2.39402 -4.04122
O5 7.12458 -3.36455 -3.42730
O6 7.21169 -1.96185 -5.06539
H39 4.13756 -2.57176 0.00049
H40 5.56712 -2.79914 -1.70720
H41 5.38895 -0.40535 -5.21133
H42 3.25877 0.62608 -4.41979

---

Molecular formula: C44H43AuN5OP2S
Method: DFT, ωB97M-V/def2-TZVPD

* frontier orbital gap: 4.606 eV
* net charge: +3
* LUMO: -10.5 eV

CARTESIAN COORDINATES (ANGSTROEM)
Au1 -0.13511 -0.14267 -0.24215
O1 2.15759 1.12317 1.99258
S1 2.09309 0.52662 0.68152
C1 3.08331 -0.94374 0.69109
C2 4.44458 -0.82402 0.97225
C3 5.20771 -1.97774 1.03434
C4 4.62073 -3.22399 0.83791
C5 3.25838 -3.32730 0.59955
C6 2.47753 -2.17584 0.55290
P1 0.70161 -2.32479 0.46840
C7 0.34872 -3.69954 -0.60478
C8 -0.25686 -4.86355 -0.13265
C9 -0.46235 -5.92364 -1.00629
C10 -0.08665 -5.81610 -2.33800
C11 0.51832 -4.65396 -2.81005
C12 0.73005 -3.59411 -1.94784
C13 0.11376 -2.73440 2.10973
C14 -1.26570 -2.86426 2.28774
C15 -1.77012 -3.26261 3.51374
C16 -0.89762 -3.52649 4.56832
C17 0.47137 -3.38168 4.39895
C18 0.98241 -2.98111 3.17092
C19 2.82109 1.67786 -0.44877
C20 4.04938 2.23756 -0.08790
C21 4.62539 3.15862 -0.94429
C22 3.98016 3.52944 -2.12264
C23 2.73501 3.00637 -2.43395
C24 2.13648 2.09634 -1.56524
P2 0.44131 1.62723 -1.84410
C25 0.30600 1.14745 -3.55167
C26 -0.31224 1.96271 -4.50278
C27 -0.29734 1.57756 -5.83704
C28 0.31076 0.38791 -6.21611
C29 0.92555 -0.42557 -5.26872
C30 0.91897 -0.05055 -3.93799
C31 -0.57038 3.07185 -1.56870
C32 -1.93889 2.97008 -1.85579
C33 -2.77537 4.04419 -1.60841
C34 -2.25789 5.21136 -1.05022
C35 -0.90621 5.31075 -0.75799
C36 -0.05736 4.24228 -1.01470
H1 4.91213 0.13268 1.13722
H2 6.26887 -1.89931 1.23440
H3 5.22420 -4.12147 0.89267
H4 2.79713 -4.29989 0.48049
H5 -0.54142 -4.95918 0.90653
H6 -0.90967 -6.83871 -0.64077
H7 -0.26497 -6.64236 -3.01481
H8 0.82399 -4.58363 -3.84614
H9 1.20850 -2.69022 -2.31140
H10 -1.94073 -2.67172 1.45986
H11 -2.83864 -3.37249 3.65413
H12 -1.29040 -3.84883 5.52495
H13 1.14477 -3.59018 5.22070
H14 2.05212 -2.85889 3.05164
H15 4.53801 1.98213 0.84053
H16 5.58372 3.59227 -0.68769
H17 4.43607 4.25578 -2.78390
H18 2.21413 3.32943 -3.32734
H19 -0.77657 2.89670 -4.21660
H20 -0.75526 2.21466 -6.58272
H21 0.30909 0.09268 -7.25807
H22 1.41048 -1.34375 -5.57487
H23 1.40451 -0.67791 -3.19667
H24 -2.33942 2.05928 -2.28859
H25 -3.82961 3.97897 -1.84759
H26 -2.91389 6.04923 -0.84863
H27 -0.50897 6.22479 -0.33495
H28 0.99953 4.33474 -0.79510
C37 -2.57969 0.33556 1.95758
N1 -3.35259 0.93966 3.01285
C38 -3.48728 2.37955 2.74813
N2 -2.17324 3.03286 2.66822
C39 -1.41403 2.42053 1.60450
N3 -1.20771 0.94343 1.81360
C40 -0.53335 0.79050 3.16104
N4 -1.30447 1.38774 4.22316
C41 -2.63054 0.76244 4.28421
C42 -1.47355 2.81961 3.94815
H29 -3.10712 0.45956 1.00897
H30 -2.45735 -0.72241 2.16938
H31 -4.06690 2.83617 3.54739
H32 -4.01582 2.52283 1.80316
H33 -0.42890 2.89037 1.54534
H34 -1.94239 2.56379 0.66190
H35 0.43766 1.26649 3.12061
H36 -0.40300 -0.27764 3.35777
H37 -3.20760 1.21858 5.08612
H38 -2.51559 -0.30328 4.48788
H39 -0.49484 3.30007 3.91159
H40 -2.05702 3.27098 4.74806
C43 -4.16519 -1.45073 -2.20010
C44 -2.91618 -0.99985 -1.57130
N5 -1.96184 -0.63403 -1.06156
H41 -4.22263 -2.53735 -2.15969
H42 -4.19145 -1.12650 -3.23918
H43 -5.01425 -1.02541 -1.66621

---

| no. | maximum force (hartree/bohr) |
| --- | --- |
| 1 | 0.00837 |
| 2 | 0.02609 |
| 3 | 0.01336 |
| 4 | 0.04874 |